90
Properties=species:S:1:pos:R:3:forces:R:3:lowdin_charge:R:1 method="wB97M-V/def2-TZVPD" gap_ha=0.304 total_charge=0 de_lowest_kcal_mol=0.0
C -14.300187 5.187716 -0.681925 0.2519 0.1045 -0.4312 -0.2521
S -12.895808 5.912436 0.185825 -0.0461 -0.1743 -0.1074 0.8075
O -13.385367 7.215127 0.701356 -0.0041 0.2797 0.1390 -0.5531
C -12.789944 4.752296 1.569071 -0.0260 0.2235 -0.4691 -0.2508
H -14.200493 4.107037 -0.773903 -0.0899 -0.0215 0.2231 0.0342
H -14.259569 5.591527 -1.695086 -0.1671 0.1254 0.0887 0.0450
H -15.205756 5.522411 -0.181294 -0.0794 -0.1986 0.0705 0.0598
H -13.329581 5.145470 2.425986 -0.0508 0.1039 -0.0254 0.0552
H -11.726175 4.660595 1.757105 -0.0356 -0.2180 0.3025 0.0220
H -13.199417 3.806004 1.233196 0.1308 -0.1554 0.1925 0.0215
C -15.285607 0.494958 -1.693210 -0.2529 0.3532 0.3079 -0.2467
S -14.231407 -0.472915 -2.757425 0.1663 -0.1231 -0.1354 0.7775
O -14.386820 0.043196 -4.137962 -0.1522 0.0581 -0.2608 -0.5358
C -12.676115 0.221180 -2.188512 -0.2188 -0.0493 0.5981 -0.2647
H -16.273962 0.543387 -2.145403 0.0179 -0.1706 -0.1160 0.0594
H -14.899705 1.511799 -1.603321 -0.0006 -0.0336 0.0095 0.0460
H -15.369121 0.023435 -0.713027 0.0904 0.0279 -0.0067 0.0395
H -12.505151 -0.047618 -1.141958 -0.1465 -0.0100 -0.2248 0.0037
H -12.749319 1.304867 -2.263425 0.1768 0.0251 -0.2124 0.0614
H -11.890021 -0.189947 -2.815154 0.0660 0.0680 -0.0910 0.0590
C -12.534006 -3.720789 -2.730189 -0.2663 0.3532 0.1188 -0.2411
S -12.755044 -3.303015 -0.983031 0.2258 0.0103 -0.3068 0.7603
O -13.697354 -4.309968 -0.455972 -0.4815 -0.1751 0.2494 -0.5308
C -11.138792 -3.834419 -0.444387 0.5365 -0.0448 0.3035 -0.2873
H -13.233260 -3.106655 -3.294464 0.0309 -0.0502 -0.0910 0.0189
H -12.831092 -4.764695 -2.806686 0.2068 -0.0938 -0.0232 0.0615
H -11.513216 -3.533604 -3.055062 0.0185 -0.0501 -0.0501 0.0564
H -11.190541 -3.936736 0.640286 -0.0698 0.0770 -0.0064 0.0530
H -10.381069 -3.086854 -0.689582 -0.0250 -0.0346 -0.0883 0.0410
H -10.870743 -4.800493 -0.871933 -0.1113 -0.0029 -0.0941 0.0585
C -10.404660 -0.247933 0.359333 0.0944 -0.1854 -0.2196 -0.2669
S -10.169788 1.323703 1.163543 0.1529 0.1466 0.3057 0.8596
O -11.462998 2.056780 1.014744 -0.1894 0.1691 -0.3428 -0.5688
C -10.170798 0.713501 2.845333 -0.0917 -0.2781 0.2702 -0.2385
H -10.424152 -0.050105 -0.712258 0.0568 -0.0611 0.0745 0.0433
H -11.349209 -0.688683 0.685708 0.0400 0.0394 0.0499 0.0397
H -9.572672 -0.911440 0.586744 0.1196 -0.0447 0.0419 0.0465
H -9.186185 0.315186 3.093898 -0.0181 -0.0330 -0.0499 0.0461
H -10.946041 -0.047110 2.956992 0.0354 -0.0091 -0.0006 0.0579
H -10.407647 1.542854 3.510516 0.0893 0.1571 -0.1289 0.0322
N -10.807622 2.912970 6.085388 0.4613 -0.1114 -0.1100 0.0062
C -10.089252 3.613209 5.140909 -0.3401 -0.4707 0.5807 -0.1521
C -10.941242 4.519777 4.574574 0.6135 0.3149 -0.0217 -0.1152
C -12.194370 4.396807 5.227719 -0.1768 0.0561 -0.2180 -0.1098
C -12.085075 3.381781 6.136382 -0.1029 0.0980 0.1510 -0.1463
H -10.407835 2.188705 6.655342 -0.1871 0.0018 0.0624 0.1449
H -9.036933 3.409552 5.043518 0.0199 0.1127 -0.2750 0.1100
H -10.610476 5.233092 3.837438 -0.2955 0.0890 -0.0384 0.0949
H -13.075059 4.999721 5.083010 -0.0057 -0.0184 -0.1244 0.0941
H -12.816112 3.005285 6.830331 0.0599 -0.1192 0.0297 0.1100
N -13.640131 0.691886 2.236674 0.1325 0.2179 -0.1869 0.0161
C -14.024359 0.819816 3.531111 0.1187 0.1825 0.3448 -0.1404
C -14.698976 -0.315456 3.890667 -0.0229 -0.4173 0.0189 -0.1056
C -14.713385 -1.171908 2.755434 -0.0182 -0.0663 -0.0790 -0.0968
C -14.042749 -0.517336 1.752939 0.2059 -0.0267 -0.0440 -0.1634
H -13.047310 1.348926 1.741341 0.1067 -0.0457 -0.0037 0.0818
H -13.733506 1.683945 4.107554 -0.1051 0.0460 -0.0209 0.0996
H -15.077412 -0.562416 4.868306 -0.1238 0.1439 0.0016 0.0881
H -15.162655 -2.147778 2.670495 0.0302 -0.0131 0.0567 0.0933
H -13.734091 -0.822847 0.765513 -0.2621 -0.1142 -0.0357 0.0709
N -8.196392 -3.044762 5.304985 -0.1308 0.2107 -0.3849 0.0020
C -8.106301 -3.838028 6.407268 0.4040 -0.3796 0.2185 -0.1438
C -7.488945 -3.118878 7.393716 0.0198 0.1148 0.0645 -0.1077
C -7.219354 -1.825494 6.867984 0.0233 -0.2000 0.3164 -0.1118
C -7.661182 -1.816452 5.577311 -0.0424 0.3686 0.0022 -0.1514
H -8.683400 -3.286604 4.461203 0.1175 -0.0307 0.0175 0.1302
H -8.339229 -4.888437 6.363762 -0.2792 0.0620 0.0360 0.1074
H -7.226470 -3.470718 8.376763 -0.0494 -0.0698 0.0002 0.0909
H -6.756104 -1.014830 7.404396 0.0466 0.0610 -0.1144 0.0902
H -7.626229 -1.012623 4.862011 -0.1166 -0.1188 -0.1503 0.0935
N -7.697346 -4.779761 0.306047 -0.3758 0.0994 -0.0200 0.0035
C -7.750963 -3.571566 0.949594 0.2912 -0.3051 0.2339 -0.1667
C -6.835453 -2.744231 0.358156 -0.3322 0.2457 -0.3034 -0.1138
C -6.271578 -3.452740 -0.737061 0.1804 -0.2635 0.0878 -0.1016
C -6.816020 -4.714394 -0.737710 -0.0692 0.2879 0.0982 -0.1282
H -8.347087 -5.525219 0.482403 0.1688 -0.1213 -0.0222 0.1422
H -8.355304 -3.459835 1.834241 -0.0709 0.1176 -0.0660 0.0939
H -6.647126 -1.716691 0.622879 0.1170 -0.0381 0.0927 0.0901
H -5.508103 -3.095068 -1.407135 -0.0414 0.0048 -0.0425 0.0922
H -6.662937 -5.560874 -1.382894 0.0536 0.0050 -0.0437 0.1076
N -8.963380 5.559970 -2.933457 0.0331 0.1448 -0.2069 0.0043
C -7.950950 4.644293 -2.837524 -0.0552 0.0743 -0.3232 -0.1425
C -8.375314 3.656131 -2.000520 -0.1668 -0.2274 0.6778 -0.1131
C -9.692251 3.993395 -1.560741 0.3150 -0.3512 -0.1083 -0.1070
C -10.016940 5.172384 -2.160985 -0.4675 0.0269 -0.2606 -0.1486
H -8.988813 6.332993 -3.573907 0.0915 0.0185 0.0946 0.1457
H -7.056542 4.754994 -3.424452 0.1123 0.0199 0.1201 0.1045
H -7.813694 2.812659 -1.630992 0.1114 -0.0125 -0.2520 0.0850
H -10.324045 3.385376 -0.934029 -0.0575 0.1742 0.1503 0.0573
H -10.945607 5.716435 -2.172138 0.0770 0.1175 0.1363 0.0852